No. 1
Density functional theory data (the ωB97M-V functional and the def2-TZVPD basis) for a gas-phase ion, C5H12NO (charge -1).

Computed properties:
spin multiplicity = 1
HOMO-LUMO gap = 0.219 Ha
SMILES = CC(C)CNC[O-]
total charge = -1

```
19
Properties=species:S:1:pos:R:3:lowdin_charge:R:1
C 0.44836 -0.28802 0.06345 -0.29
C 1.02268 1.13273 -0.17427 -0.45
C 2.54395 1.05258 -0.20168 -0.11
C 0.52096 2.07348 0.89474 -0.11
N -0.96773 -0.39187 -0.10967 -0.06
C -1.55531 -1.66022 -0.71451 -0.60
O -2.40986 -2.25798 0.07628 -0.33
H 0.96090 -0.98956 -0.60187 0.10
H 0.82174 -0.56826 1.07181 0.11
H 0.64550 1.41195 -1.15704 0.12
H 2.93347 0.70231 -1.15370 0.07
H 2.85508 0.31423 0.54980 0.07
H 3.05166 1.96868 0.09793 0.06
H 0.81904 3.11395 0.72178 0.07
H -0.56117 2.00955 1.00841 0.06
H 0.95054 1.80123 1.87323 0.08
H -1.47106 -0.25084 0.75646 0.08
H -1.94667 -1.33915 -1.72042 0.06
H -0.64596 -2.25768 -1.01932 0.06
```

No. 2
Density functional theory data (the ωB97M-V functional and the def2-TZVPD basis) for a gas-phase ion, C5H12NO (charge -1).

Computed properties:
spin multiplicity = 1
HOMO-LUMO gap = 0.245 Ha
SMILES = CC[C@@H](C[O-])NC
total charge = -1

```
19
Properties=species:S:1:pos:R:3:lowdin_charge:R:1
C 0.67069 1.40946 1.70028 -0.13
N 0.37546 1.62844 0.21482 -0.09
C 0.42392 -1.78753 -1.58717 -0.12
C 0.80939 -0.69784 -0.59994 -0.27
C -0.24125 0.40549 -0.38143 -0.40
C -1.51693 -0.11081 0.31535 -0.49
O -1.19764 -0.88721 1.39097 -0.36
H -0.29099 1.38172 2.21741 0.06
H 1.21406 2.32662 1.93047 0.05
H 1.33763 0.56281 1.82111 0.06
H -0.34756 2.33244 0.36718 0.07
H 1.14866 -2.57735 -1.71663 0.05
H -0.59001 -2.09150 -1.31811 0.06
H 0.33778 -1.27284 -2.55208 0.06
H 0.87574 -1.09137 0.43980 0.09
H 1.77381 -0.26911 -0.85250 0.09
H -0.54094 0.68527 -1.43487 0.12
H -2.16910 0.77979 0.50546 0.08
H -2.07271 -0.72648 -0.46011 0.07
```

No. 3
Density functional theory data (the ωB97M-V functional and the def2-TZVPD basis) for a gas-phase ion, C5H12NO (charge -1).

Computed properties:
spin multiplicity = 1
HOMO-LUMO gap = 0.241 Ha
SMILES = CC[C@H](C)NC[O-]
total charge = -1

```
19
Properties=species:S:1:pos:R:3:lowdin_charge:R:1
C -1.10845 0.15374 -1.51379 -0.09
C -0.34662 0.45863 -0.19605 -0.47
C 0.33936 -0.86468 0.22470 -0.27
C -0.50049 -2.06468 0.30503 -0.16
N 0.50849 1.56145 -0.33926 -0.02
C 1.12383 1.86212 1.08026 -0.53
O 1.92214 0.90553 1.49556 -0.34
H -2.16254 -0.14575 -1.38383 0.06
H -1.05108 1.03507 -2.11093 0.04
H -0.67804 -0.65826 -2.09054 0.05
H -1.15069 0.48679 0.58051 0.14
H 1.07049 -1.06739 -0.52923 0.09
H 1.07131 -0.54135 1.06997 0.10
H -0.04067 -2.94390 0.86933 0.09
H -0.80973 -2.61157 -0.54933 0.04
H -1.35513 -1.93405 0.82581 0.02
H 1.40185 1.49341 -0.75873 0.07
H 1.42021 2.94651 1.07515 0.06
H 0.34576 1.92837 1.94538 0.09
```

No. 4
Density functional theory data (the ωB97M-V functional and the def2-TZVPD basis) for a gas-phase ion, C5H12NO (charge -2).

Computed properties:
spin multiplicity = 2
HOMO-LUMO gap (spin up / spin down) = 0.112 / 0.251 Ha
total charge = -2

```
19
Properties=species:S:1:pos:R:3:lowdin_spin:R:1
C 1.49249 0.31705 1.35428 0.16
N 0.12376 0.55522 0.92907 0.01
C -0.59845 -0.60372 0.41022 0.02
C -1.96239 -0.23951 -0.19644 0.00
C -1.94652 0.15826 -1.69737 0.00
O -3.16787 0.39427 -2.20004 0.00
C 2.53429 0.08266 0.26651 0.41
H 1.49431 -0.57813 1.98354 0.04
H 1.78474 1.14829 1.99815 0.06
H 0.08004 1.27052 0.21300 0.01
H -0.71485 -1.33590 1.21982 0.01
H -0.01096 -1.11000 -0.38381 0.01
H -2.40161 0.62112 0.32496 0.00
H -2.56821 -1.14073 -0.13946 0.00
H -1.36212 -0.63940 -2.22996 0.00
H -1.23319 1.02444 -1.77087 0.00
H 2.60486 -0.97035 -0.03764 0.07
H 3.53662 0.38670 0.59816 0.16
H 2.31505 0.65923 -0.64213 0.05
```

The records above yield ΔE to the lowest compared entry with this formula, charge and spin values of 34.8; 95.2; 176.9; 19.0 kJ/mol, respectively.
The records above yield strongest force on any atom values of 0.015; 0.050; 0.089; 0.015 hartree/bohr, respectively.
The records above yield E_tot values of -327.6828; -327.6598; -327.6287; -327.5269 Eh, respectively.